# 1
This record from the Open Molecules 2025 dataset describes one molecule with the formula C4H4F2N2 at a distorted geometry. The level of theory is ωB97M-V/def2-TZVPD.

Spin multiplicity = 3
E_HOMO (spin up / spin down) = -7.71 / -8.48 eV
LUMO (spin up / spin down) = -0.2 / -1.5 eV

Each line ends with the Löwdin charge.
Element x y z (Å)
C  -1.92225  0.61446  -0.46569  -0.3563
C  -1.52364  -0.05116  0.74457  -0.0384
C  0.57723  -0.41874  -0.33293  0.0180
C  1.94641  0.02048  -0.49701  -0.3333
N  -1.21096  0.89087  -1.44163  0.1615
N  -0.21563  -0.62664  0.66901  0.0142
F  2.67888  -0.38252  -1.51572  0.1034
F  2.81672  -0.31378  0.67895  -0.0887
H  -3.01135  0.83688  -0.39139  0.1054
H  -2.14816  -0.27415  1.58140  0.0939
H  1.84635  1.02777  -0.44209  0.1184
H  0.16638  -1.32347  1.41252  0.2019

---

# 2
This record from the Open Molecules 2025 dataset describes an isolated ion of composition C4H4F2NO6P and charge -2 at a distorted geometry. The level of theory is ωB97M-V/def2-TZVPD.

Charge = -2
SMILES string = N/C(C(=O)[O-])=C(/O[P@](=O)([O-])O)C(F)F
E_HOMO = -1.59 eV
LUMO = 6.3 eV

Each line ends with the Löwdin charge.
Element x y z (Å)
C  0.38249  -0.49507  -0.50044  -0.1982
C  -0.21671  2.08091  -0.76562  -0.6419
C  0.22163  -1.89803  0.03777  -0.3686
C  -0.44030  0.56370  -0.39284  -0.1410
N  -1.84010  0.35503  -0.11288  0.0432
O  0.86474  2.57111  -0.35836  -0.0530
O  4.22613  -0.17372  -0.95799  -0.4064
O  2.87394  1.05005  0.90115  -0.1969
O  1.66720  -0.22049  -0.98291  -0.1722
O  -1.14285  2.69073  -1.33384  -0.0685
O  3.08234  -1.48519  1.02223  -0.4173
F  -0.06975  -2.75500  -0.95718  0.0600
F  -0.74252  -2.04784  0.95762  0.0495
P  3.08741  -0.28607  0.04319  0.2834
H  1.10563  -2.11922  0.55031  0.0931
H  -2.08671  0.39847  0.93080  0.1050
H  2.08809  1.52084  0.47455  0.0370
H  -2.24188  1.15906  -0.45182  -0.0074

---

# 3
This record from the Open Molecules 2025 dataset describes one molecule with the formula C4H4F2S at a distorted geometry. The level of theory is ωB97M-V/def2-TZVPD.

SMILES string = F/C=C\S/C=C\F
E_HOMO = -8.50 eV
LUMO = 0.9 eV

Each line ends with the Löwdin charge.
Element x y z (Å)
C  -1.80029  0.23155  0.43435  -0.2437
C  -1.09741  -0.86917  0.56005  -0.3960
C  0.99764  0.14517  -0.95884  -0.4268
C  1.54201  0.96531  -0.10612  -0.2300
H  -2.69886  0.42406  0.97297  0.1064
H  -1.40838  -1.62051  1.27466  0.0652
H  1.12286  0.24245  -2.01186  0.0630
H  2.11297  1.86449  -0.33730  0.1231
F  -1.48130  1.18604  -0.42969  0.0199
F  1.23487  0.86213  1.19993  0.0037
S  0.32736  -1.38633  -0.40046  0.9152

---

# 4
This record from the Open Molecules 2025 dataset describes a 2-piece molecular cluster, C4H4F3I overall at a distorted geometry. The level of theory is ωB97M-V/def2-TZVPD.

SMILES string = FC1=CCC1(F)F.I
E_HOMO = -10.25 eV
LUMO = 0.7 eV

Each line ends with the Löwdin charge.
Element x y z (Å)
C  0.62697  0.22977  -0.34561  0.0147
C  1.06329  -0.35756  0.98938  0.0514
C  -0.04198  -1.27110  -0.59871  -0.4396
C  0.44416  -1.51849  0.81008  -0.1975
F  0.49117  -1.97533  -1.56194  0.1483
F  -1.37664  -1.17524  -0.88720  0.0839
F  0.31232  -2.63781  1.53164  0.0942
I  -1.95392  3.77905  -1.00281  0.4904
H  -0.13062  0.90325  -0.15992  0.0571
H  1.38327  0.28621  -1.00380  0.0741
H  1.54268  0.00639  1.80687  0.0825
H  -2.36070  3.73085  0.42201  -0.4595

---

# 5
This record from the Open Molecules 2025 dataset describes C4H4F3INO2S as an isolated structure at a distorted geometry. The level of theory is ωB97M-V/def2-TZVPD.

Charge = -1
E_HOMO = -4.60 eV
LUMO = 2.8 eV

Each line ends with the Löwdin charge.
Element x y z (Å)
C  -0.58972  -1.94771  0.24303  -0.6623
C  -0.52428  -0.33926  0.36619  -0.1357
C  0.79186  0.24287  -0.29540  -0.6070
C  -1.75202  0.18725  -0.31055  -0.6331
N  1.23769  1.54711  0.19954  -0.1227
O  -1.68242  -2.42383  0.01895  0.0353
O  0.56748  -2.42269  0.35146  -0.2197
F  -1.66424  1.56906  -0.22428  0.0559
F  -1.76929  -0.02246  -1.58815  0.1836
F  -2.95679  -0.06487  0.23154  0.1367
S  2.13788  -0.94084  0.31153  0.3293
I  4.05392  0.46550  0.03292  0.2178
H  -0.44875  -0.04997  1.41906  0.1489
H  0.65500  0.26233  -1.40249  0.1277
H  0.89760  2.24066  -0.50694  0.0960
H  1.04606  1.69683  1.15359  0.0494

---

# 6
This record from the Open Molecules 2025 dataset describes one molecule with the formula C4H4F4P2 at a distorted geometry. The level of theory is ωB97M-V/def2-TZVPD.

E_HOMO = -9.20 eV
LUMO = -0.2 eV

Each line ends with the Löwdin charge.
Element x y z (Å)
C  -1.22754  -0.13269  -0.50512  -0.5547
C  0.06081  0.58693  -0.66067  -0.5814
C  0.11283  -1.39698  0.64301  -0.2175
C  1.00915  -0.43986  -0.11666  -0.4746
F  -0.12770  -0.96720  1.90850  0.1005
F  0.24317  -2.74965  0.47175  0.1136
F  2.10253  0.01633  0.60330  0.0613
F  1.55276  -1.28172  -1.10261  0.0628
P  -2.76340  0.04486  -0.95493  0.8445
P  0.05623  2.33897  0.08415  0.8593
H  0.29320  0.77151  -1.72499  0.1152
H  -2.93312  -1.27030  -0.44304  -0.1183
H  1.44066  2.58602  0.39468  -0.0978
H  0.18042  1.89377  1.40263  -0.1130

---

# 7
This record from the Open Molecules 2025 dataset describes C4H4F6N2O7S4 as an isolated structure at a distorted geometry. The level of theory is ωB97M-V/def2-TZVPD.

E_HOMO = -9.82 eV
LUMO = -4.4 eV

Each line ends with the Löwdin charge.
Element x y z (Å)
C  1.98805  0.99609  2.23333  -0.0673
C  1.27030  1.82524  1.01518  -0.3458
F  1.25851  3.29619  1.24145  -0.0587
S  -0.52116  1.25672  0.66887  1.1370
O  -0.39438  -0.26773  -0.08048  -0.4085
C  -0.87086  -1.36266  0.77959  -0.1578
N  -0.89289  -2.37635  1.62124  0.2007
S  -1.46073  1.18723  2.55009  0.7182
O  -0.83011  0.21780  3.57639  -0.3114
O  -1.30672  2.63061  3.17144  -0.3113
C  -3.31199  0.95370  2.28434  -0.2729
F  -3.61576  0.72724  0.83200  0.0129
F  -4.00318  2.25472  2.62034  0.0255
F  -3.93348  -0.06650  3.16332  0.0624
H  1.53927  1.29721  3.28758  0.1074
H  2.02750  -0.16982  2.05829  0.1224
H  3.12677  1.34739  2.27320  0.1241
H  1.85948  1.58153  0.03246  0.1710
N  0.77550  -2.16731  -2.89053  -0.2981
S  1.26831  -2.74123  -4.26713  0.5304
O  2.55355  -2.26827  -4.77043  -0.2950
O  0.25999  -3.04687  -5.27504  -0.2875
F  1.66936  -4.22365  -3.80776  -0.1958
S  0.35194  -0.65833  -3.01308  0.5884
O  0.18793  0.01514  -1.72599  -0.3490
O  -0.65512  -0.30232  -4.00550  -0.2628
F  1.65990  0.06422  -3.57317  -0.1785

---

# 8
This record from the Open Molecules 2025 dataset describes C4H4FN as an isolated structure at a distorted geometry. The level of theory is ωB97M-V/def2-TZVPD.

E_HOMO = -9.02 eV
LUMO = -0.2 eV

Each line ends with the Löwdin charge.
Element x y z (Å)
C  0.84766  -1.00190  -0.25044  -0.0315
C  1.83993  -0.26845  0.23846  -0.0450
C  -0.03322  0.22843  -0.13883  -0.2978
C  -1.44308  0.61110  -0.15794  -0.1917
N  0.86986  0.95495  0.40003  0.1216
F  -2.23738  -0.32247  0.39375  -0.0094
H  0.63709  -2.08629  -0.43661  0.1039
H  2.86156  -0.33971  0.71830  0.1143
H  -1.95089  0.67647  -1.10547  0.1249
H  -1.39153  1.54788  0.33876  0.1107